[1]
{
  "formula": "C18H23NO4S",
  "method": "the ωB97M-V functional and the def2-TZVPD basis",
  "e_homo_ev": -8.542,
  "relative_energy_kj_mol": 170.7,
  "total_charge": 0,
  "smiles": "Cc1cc(=O)oc2cc(OCCSCCN3CCOCC3)ccc12",
  "symbols": ["C", "C", "C", "C", "O", "O", "C", "C", "C", "O", "C", "C", "S", "C", "C", "N", "C", "C", "O", "C", "C", "C", "C", "C", "H", "H", "H", "H", "H", "H", "H", "H", "H", "H", "H", "H", "H", "H", "H", "H", "H", "H", "H", "H", "H", "H", "H"],
  "xyz": [[4.448321, -1.880714, 1.609360], [3.105407, -2.174399, 1.025570], [2.373151, -3.235368, 1.433814], [1.070921, -3.551047, 0.888175], [0.371492, -4.471946, 1.227994], [0.600685, -2.719807, -0.100651], [1.300995, -1.647096, -0.523770], [0.700923, -0.868468, -1.510855], [1.349699, 0.258204, -1.990621], [0.878343, 1.094569, -2.936953], [-0.444327, 0.964609, -3.415619], [-1.500357, 1.432640, -2.416356], [-1.211322, 3.161055, -1.899298], [-0.353887, 2.912496, -0.308000], [-1.331846, 2.657844, 0.833076], [-1.961049, 1.349659, 0.731674], [-1.208316, 0.313294, 1.422273], [-1.884736, -1.041669, 1.203874], [-3.216462, -1.027085, 1.654136], [-3.947763, -0.030004, 0.985224], [-3.335243, 1.351664, 1.210873], [2.615757, 0.589997, -1.475004], [3.202256, -0.179801, -0.506478], [2.560215, -1.318532, 0.002105], [5.208290, -1.886646, 0.829487], [4.451213, -0.897367, 2.077406], [4.708081, -2.624788, 2.356977], [2.726351, -3.909918, 2.197688], [-0.263492, -1.182201, -1.873736], [-0.470496, 1.612547, -4.295780], [-0.650668, -0.066575, -3.730417], [-1.521696, 0.842528, -1.502737], [-2.478977, 1.406069, -2.893005], [0.188063, 3.840719, -0.130699], [0.359790, 2.100142, -0.425648], [-0.801874, 2.776040, 1.793697], [-2.109744, 3.423545, 0.784834], [-0.189769, 0.283682, 1.026500], [-1.156945, 0.517645, 2.507000], [-1.376741, -1.824987, 1.767695], [-1.857667, -1.295921, 0.133914], [-4.962447, -0.069699, 1.384510], [-3.971553, -0.242377, -0.095041], [-3.902001, 2.096480, 0.648477], [-3.387055, 1.595845, 2.285886], [3.104391, 1.468120, -1.865571], [4.172090, 0.097020, -0.125981]],
  "forces_ev_per_a": [[-0.1, -0.1, 0.0], [-0.3, -0.5, 0.2], [0.4, 0.3, 0.0], [-0.2, -0.5, 0.3], [0.2, 0.3, -0.2], [-0.2, -0.1, -0.1], [0.7, 0.7, -0.1], [-0.2, -0.1, -0.1], [0.3, -0.2, 0.3], [0.3, 0.0, 0.1], [-0.6, 0.0, -0.1], [0.5, 0.4, -0.1], [0.0, -0.2, 0.1], [-0.4, 0.1, -0.2], [0.2, 0.0, -0.1], [-0.1, 0.1, 0.2], [-0.1, -0.3, -0.1], [0.4, 0.1, 0.0], [-0.1, -0.1, 0.1], [-0.1, 0.4, 0.0], [-0.1, -0.3, -0.1], [-0.1, 0.1, -0.2], [-0.2, -0.1, 0.0], [-0.5, -0.1, -0.2], [0.1, 0.0, 0.0], [0.1, 0.1, 0.0], [0.0, 0.0, 0.0], [0.0, -0.1, 0.1], [-0.1, 0.0, -0.1], [0.0, -0.2, 0.1], [0.1, 0.1, 0.0], [-0.1, -0.1, -0.1], [0.0, -0.1, 0.0], [0.1, 0.0, 0.0], [0.1, 0.0, 0.1], [-0.1, 0.0, 0.0], [0.1, 0.0, 0.1], [0.0, 0.0, 0.0], [0.0, 0.0, -0.1], [0.0, 0.0, -0.1], [0.0, 0.0, 0.1], [0.0, 0.0, -0.1], [0.0, 0.0, 0.1], [0.0, 0.0, 0.0], [0.0, 0.0, 0.0], [0.1, 0.1, 0.0], [0.1, 0.0, 0.0]],
  "nbo_charge": [-0.649, 0.116, -0.357, 0.738, -0.563, -0.478, 0.435, -0.409, 0.424, -0.501, -0.082, -0.575, 0.172, -0.523, -0.228, -0.462, -0.256, -0.074, -0.519, -0.072, -0.245, -0.304, -0.143, -0.221, 0.229, 0.228, 0.228, 0.232, 0.237, 0.205, 0.178, 0.254, 0.233, 0.229, 0.216, 0.174, 0.208, 0.205, 0.172, 0.204, 0.161, 0.195, 0.161, 0.207, 0.169, 0.231, 0.219]
}

[2]
{
  "formula": "C18H24B2NO36S5",
  "method": "the ωB97M-V functional and the def2-TZVPD basis",
  "e_homo_ev": -7.375,
  "relative_energy_kj_mol": 750.4,
  "total_charge": -1,
  "symbols": ["N", "H", "H", "H", "H", "O", "C", "O", "B", "O", "C", "O", "O", "C", "O", "C", "O", "O", "O", "C", "O", "B", "O", "C", "O", "O", "C", "O", "C", "O", "O", "C", "C", "O", "S", "O", "O", "O", "H", "H", "H", "H", "C", "C", "O", "S", "O", "O", "O", "H", "H", "H", "H", "C", "C", "O", "S", "O", "O", "O", "H", "H", "H", "H", "C", "C", "O", "S", "O", "O", "O", "H", "H", "H", "H", "C", "C", "O", "S", "O", "O", "O", "H", "H", "H", "H"],
  "xyz": [[-6.974190, 11.673920, -3.587590], [-7.236890, 12.568870, -3.200100], [-6.175130, 11.310810, -3.087850], [-6.753040, 11.723100, -4.571860], [-7.706060, 11.002850, -3.402850], [-10.250820, 6.676970, -4.456280], [-10.181030, 5.465730, -4.350430], [-9.162550, 4.702190, -4.568860], [-9.565510, 3.303810, -4.801740], [-11.032050, 3.323480, -4.541620], [-11.434380, 4.558930, -4.217120], [-12.527320, 4.941250, -3.975850], [-9.390190, 3.032530, -6.220600], [-8.591280, 1.981280, -6.301500], [-8.112000, 1.466330, -7.361770], [-8.299930, 1.489750, -4.830830], [-8.813270, 2.381910, -4.013980], [-7.616850, 0.469760, -4.704700], [-1.052430, 19.516610, -11.379280], [-1.332840, 18.346310, -11.006280], [-2.430250, 17.760680, -10.648120], [-2.325330, 16.328040, -10.606340], [-0.905870, 16.033470, -10.658690], [-0.302510, 17.195580, -10.927430], [0.968000, 17.372040, -11.074270], [-3.023030, 15.661840, -11.683920], [-3.811300, 14.760000, -11.239810], [-4.390910, 13.847710, -11.813860], [-3.849800, 14.881830, -9.713040], [-2.908410, 15.802740, -9.386540], [-4.650240, 14.439310, -8.871730], [-3.093520, 7.236790, -10.962700], [-4.678120, 6.803930, -10.987160], [-5.066410, 6.767540, -9.563190], [-3.804030, 6.988040, -8.601110], [-3.160990, 5.686520, -8.325310], [-4.230610, 7.779010, -7.437780], [-2.958560, 7.862440, -9.711580], [-2.707240, 7.890190, -11.744970], [-2.482020, 6.334580, -10.976250], [-4.825290, 5.831350, -11.456760], [-5.306640, 7.638140, -11.298840], [-1.383510, 19.554330, -4.213280], [0.009900, 19.018170, -3.986040], [-0.146300, 17.686390, -3.624250], [-1.612450, 17.267930, -3.113550], [-1.701190, 17.596700, -1.712970], [-1.957180, 15.937690, -3.591430], [-2.308270, 18.448450, -4.048840], [-1.531820, 19.910960, -5.232550], [-1.751130, 20.341910, -3.555500], [0.588220, 19.339840, -3.119910], [0.622090, 19.137300, -4.879970], [-9.890870, 19.005790, 2.356690], [-10.833290, 17.850560, 2.618830], [-10.146510, 16.763290, 2.120150], [-8.611260, 16.991640, 1.607130], [-8.246800, 16.408870, 0.310530], [-7.727310, 16.901970, 2.733670], [-8.988620, 18.594880, 1.345840], [-9.174800, 19.099810, 3.173080], [-10.462210, 19.909930, 2.146470], [-11.730130, 18.065100, 2.037660], [-10.991850, 17.665880, 3.681300], [-8.659700, 19.126540, -7.261740], [-9.873600, 19.001980, -8.134830], [-10.989320, 18.609390, -7.402110], [-10.506750, 17.910170, -6.031370], [-10.066630, 16.516510, -6.253510], [-11.414220, 18.295550, -4.937540], [-9.138130, 18.798920, -6.020850], [-8.347760, 20.170930, -7.268270], [-7.854110, 18.466230, -7.582850], [-9.722260, 18.267320, -8.925700], [-10.160030, 19.989720, -8.495950], [-2.007290, 5.298230, -1.300330], [-2.963390, 4.216280, -1.249200], [-3.796420, 4.467060, -0.163020], [-4.090970, 6.117710, 0.007310], [-4.131830, 6.435040, 1.404430], [-5.123190, 6.642810, -0.851260], [-2.573910, 6.443620, -0.697070], [-1.759840, 5.621520, -2.311440], [-1.057800, 5.133330, -0.791030], [-2.453630, 3.254640, -1.308280], [-3.590270, 4.268000, -2.139390]],
  "forces_ev_per_a": [[0.1, -0.5, 0.5], [-0.1, 0.6, 0.0], [0.7, 0.0, 0.2], [0.0, 0.1, -0.6], [-0.7, -0.3, -0.3], [0.5, -1.0, 0.7], [-1.4, 1.4, -0.9], [1.4, 0.1, 0.4], [-1.8, 1.9, -0.3], [-0.3, 0.2, 0.8], [1.4, -0.5, -0.5], [-1.1, 0.0, 0.3], [0.9, -1.1, -0.3], [1.6, -1.8, -3.7], [-2.0, 2.1, 4.3], [2.2, -2.5, -2.6], [0.5, -1.3, 0.7], [-1.8, 2.6, 1.2], [-1.8, -4.1, 1.7], [2.7, 2.5, -1.5], [-1.9, 1.9, -0.3], [0.3, -0.6, 1.1], [1.2, 1.5, -0.6], [6.4, 0.4, -0.6], [-5.8, -1.0, 0.7], [0.3, 0.7, -1.9], [-1.8, -3.5, 0.4], [0.8, 1.7, 0.2], [-1.5, 1.1, 3.5], [-1.0, -1.1, 0.0], [2.2, 0.5, -2.7], [-1.6, -1.5, -0.2], [1.5, 1.4, 1.0], [1.0, -0.3, -0.1], [-0.2, -1.3, 2.0], [-1.0, 3.0, -1.0], [1.2, -1.2, -3.0], [-0.2, 0.0, 2.0], [-0.6, 0.2, 0.1], [0.0, -0.1, 0.0], [-0.2, 0.3, 0.1], [0.1, -0.4, -0.8], [-1.6, 0.5, -0.1], [0.9, 0.6, 0.8], [-0.4, -3.2, -0.2], [0.2, 0.3, -1.1], [-0.3, -0.3, -1.3], [0.5, 2.6, 0.8], [0.4, -1.4, 0.9], [0.1, -0.2, 0.0], [0.5, 0.0, 0.2], [-0.3, 1.4, -0.2], [0.0, -0.5, 0.0], [1.3, 0.2, 1.5], [0.2, 1.2, 0.0], [1.4, -3.6, -1.4], [-0.6, 2.4, -1.3], [-1.4, 0.9, 3.1], [-0.6, -0.3, -0.9], [0.6, -1.2, -1.6], [-0.7, 0.7, 0.8], [0.7, 0.0, -0.4], [-0.3, -0.7, 0.2], [-0.4, 0.3, -0.1], [0.4, 0.3, -1.0], [-0.2, 0.6, -2.6], [-1.1, -1.3, 2.0], [0.5, -0.8, 0.7], [-1.5, 3.0, 0.6], [2.4, -1.0, -2.7], [-0.9, -0.7, 3.4], [0.3, -0.2, 0.3], [0.0, 0.0, 0.1], [0.0, 0.3, -0.2], [0.2, -0.2, -0.6], [2.5, 2.2, -0.4], [-1.3, -0.8, -2.2], [-1.5, 1.2, 2.0], [2.0, -1.0, -1.1], [0.3, -0.5, -1.3], [1.2, -0.9, 0.7], [-2.7, 0.9, 1.6], [0.0, -0.4, -0.2], [-0.1, -0.3, 0.2], [-0.4, -0.2, 0.9], [-0.1, -0.2, -0.2]],
  "mulliken_charge": [-0.505, 0.372, 0.375, 0.378, 0.380, -0.649, 0.596, -0.439, 1.029, -0.506, 0.552, -0.571, -0.467, 0.638, -0.659, 0.515, -0.440, -0.600, -0.635, 0.583, -0.477, 1.045, -0.445, 0.554, -0.653, -0.479, 0.516, -0.616, 0.651, -0.378, -0.666, -0.335, -0.273, -0.278, 1.110, -0.551, -0.535, -0.294, 0.321, 0.287, 0.263, 0.283, -0.223, -0.208, -0.327, 1.120, -0.534, -0.514, -0.326, 0.269, 0.230, 0.264, 0.248, -0.412, -0.182, -0.306, 1.103, -0.501, -0.507, -0.349, 0.318, 0.313, 0.285, 0.239, -0.158, -0.307, -0.294, 1.081, -0.532, -0.518, -0.310, 0.242, 0.270, 0.273, 0.253, -0.229, -0.278, -0.331, 1.047, -0.498, -0.477, -0.352, 0.250, 0.247, 0.315, 0.307]
}

[3]
{
  "formula": "C18H24F12N6O4S",
  "method": "the ωB97M-V functional and the def2-TZVPD basis",
  "e_homo_ev": -6.758,
  "relative_energy_kj_mol": 0.0,
  "total_charge": 0,
  "symbols": ["C", "C", "N", "C", "N", "C", "C", "C", "O", "C", "C", "F", "F", "C", "F", "F", "C", "F", "F", "C", "F", "F", "N", "C", "C", "C", "N", "N", "C", "N", "C", "C", "F", "H", "H", "H", "H", "H", "H", "H", "H", "H", "H", "H", "H", "H", "H", "H", "H", "H", "H", "H", "H", "H", "H", "H", "H", "C", "F", "F", "F", "S", "O", "O", "O"],
  "xyz": [[-2.930462, -2.450778, 4.545651], [-2.692876, -2.752287, 3.430403], [-2.417929, -3.105302, 2.148575], [-2.528467, -2.117410, 1.206345], [-2.984954, -0.911999, 1.505573], [-2.951350, -0.236730, 0.353497], [-3.394354, 1.170148, 0.262070], [-2.229995, 2.168806, 0.157246], [-1.000197, 1.476817, 0.231025], [0.065692, 2.402049, 0.336232], [1.391473, 1.765078, -0.108892], [1.741277, 2.255367, -1.311442], [1.244420, 0.407436, -0.225596], [2.502851, 2.006674, 0.922201], [2.080036, 1.550807, 2.128791], [2.655898, 3.342716, 0.998368], [3.872778, 1.363693, 0.608562], [4.774039, 2.022588, 1.360649], [4.186873, 1.531115, -0.686033], [3.943144, -0.155161, 0.966013], [4.471028, -0.314746, 2.194604], [4.751661, -0.771922, 0.069870], [-2.514293, -1.001804, -0.635964], [-2.405758, -0.662239, -2.062172], [-1.010056, -0.264095, -2.518877], [-0.742351, -0.764521, -3.930049], [-1.748857, -0.256558, -4.875011], [-2.198027, -2.223081, -0.097922], [-1.625967, -3.275003, -0.922178], [-2.656984, -4.151161, -1.463519], [-2.005255, -4.469423, 1.891963], [-2.523860, -5.442870, 2.926383], [-0.627212, -4.504056, 1.894829], [-3.326270, -2.037121, 5.437544], [-4.107608, 1.293510, -0.547013], [-3.939821, 1.384948, 1.170899], [-2.314066, 2.745314, -0.764896], [-2.282654, 2.876691, 0.983425], [0.145732, 2.801982, 1.344063], [-0.112293, 3.251704, -0.320630], [2.973184, -0.646039, 0.948249], [-2.725741, -1.549506, -2.605028], [-3.158626, 0.093641, -2.240917], [-0.262614, -0.682352, -1.855766], [-0.901856, 0.813111, -2.505309], [-0.750410, -1.864373, -3.913194], [0.240353, -0.442612, -4.248509], [-1.434008, -0.487915, -5.809840], [-2.613369, -0.771490, -4.758299], [-0.891043, -3.807214, -0.330129], [-1.086555, -2.827360, -1.745150], [-2.518006, -4.285789, -2.456056], [-2.583661, -5.081067, -1.073261], [-2.365354, -4.800366, 0.927978], [-2.400294, -6.436308, 2.502115], [-1.931835, -5.407286, 3.830338], [-3.583116, -5.307510, 3.103661], [5.417719, 5.276511, 0.385446], [4.747267, 5.038384, 1.530039], [6.077454, 4.144150, 0.079615], [4.485096, 5.447353, -0.574742], [6.541776, 6.731354, 0.532918], [7.424712, 6.320810, 1.600386], [5.613462, 7.791773, 0.856265], [7.130479, 6.790925, -0.785400]],
  "forces_ev_per_a": [[-0.7, 0.8, 1.2], [0.4, -0.4, -1.3], [-0.1, -0.1, -0.2], [0.3, -0.4, 0.1], [0.1, 0.1, -0.3], [-0.2, -0.4, 0.6], [0.0, 0.3, 0.0], [0.0, 0.0, 0.1], [0.0, 0.0, -0.2], [0.0, 0.1, -0.2], [-0.5, -0.2, 0.4], [0.0, -0.2, 0.0], [0.0, 0.0, -0.2], [0.3, 0.7, -0.4], [0.0, -0.1, -0.1], [-0.1, -0.3, 0.1], [0.7, 0.1, 0.6], [-0.2, -0.3, -0.2], [-0.2, 0.0, 0.1], [0.1, -0.2, -0.1], [0.0, 0.1, 0.0], [-0.1, 0.1, 0.1], [-0.2, 0.7, -0.3], [0.1, -0.6, 0.2], [0.1, 0.1, -0.4], [-0.6, -0.2, 0.0], [0.4, -0.2, 0.1], [0.1, 0.4, 0.1], [-0.3, -0.9, -0.4], [0.4, 0.0, 0.0], [-0.4, -0.2, 0.7], [0.2, -0.4, -0.5], [0.3, -0.1, -0.3], [0.2, -0.2, 0.4], [0.0, 0.0, -0.3], [-0.1, -0.2, 0.2], [0.2, 0.0, -0.2], [-0.1, 0.1, 0.1], [0.0, -0.1, 0.2], [0.1, 0.1, -0.2], [-0.1, 0.0, -0.1], [-0.2, -0.1, 0.0], [0.0, 0.2, 0.0], [0.2, 0.0, 0.2], [0.1, 0.2, 0.1], [0.2, -0.1, 0.0], [0.2, 0.1, -0.1], [-0.1, 0.2, -0.1], [-0.1, 0.1, 0.0], [0.1, 0.1, 0.2], [0.1, 0.4, 0.1], [-0.1, 0.2, -0.1], [-0.1, 0.0, 0.1], [0.0, 0.3, -0.3], [0.1, -0.1, 0.0], [-0.1, 0.2, 0.3], [-0.1, 0.2, 0.2], [0.0, 0.0, 0.0], [0.0, 0.0, 0.1], [0.0, 0.0, 0.0], [-0.1, 0.0, -0.1], [0.0, 0.0, 0.0], [0.0, 0.0, 0.0], [0.0, 0.0, 0.0], [0.0, 0.0, -0.1]],
  "nbo_charge": [-0.191, 0.134, -0.459, 0.595, -0.484, 0.575, -0.507, -0.051, -0.546, -0.133, 0.629, -0.299, -0.345, 0.577, -0.317, -0.282, 0.575, -0.276, -0.291, 0.516, -0.312, -0.321, -0.146, -0.229, -0.434, -0.210, -0.827, -0.181, -0.091, -0.833, 0.363, -0.650, -0.350, 0.253, 0.241, 0.265, 0.184, 0.194, 0.213, 0.209, 0.139, 0.212, 0.244, 0.229, 0.238, 0.144, 0.223, 0.371, 0.341, 0.238, 0.227, 0.380, 0.371, 0.162, 0.233, 0.250, 0.239, 0.662, -0.345, -0.341, -0.347, 2.360, -0.994, -0.998, -0.995]
}